DFT (wB97M-V/def2-TZVPD) results for 4 unconnected molecules or ions with the total composition C43H83ClN5O12PS.

Properties
Multiplicity: 1
Orbital gap: 8.0 eV

Last column: Mulliken charge in e.
CARTESIAN COORDINATES (ANGSTROEM)
C 2.576 0.968 2.213  -1.4540
C 2.691 0.949 0.654  0.9141
C 1.592 1.881 0.031  -1.4129
C 0.562 1.011 -0.673  -0.3243
C 0.927 0.358 -1.930  -0.4053
C 2.330 0.531 -2.513  -0.2929
C 2.655 1.968 -3.034  -0.6650
C 4.158 2.364 -2.846  -0.9337
C 4.416 3.311 -1.662  0.3416
C 5.954 3.489 -1.345  -0.9973
C 6.323 3.057 0.104  -0.3916
O 7.266 1.964 0.166  -0.4617
C 6.658 0.748 -0.037  0.7143
C 6.342 -0.197 1.121  -0.5287
O 6.392 0.390 -1.164  -0.5297
C -0.028 -0.427 -2.526  0.6602
C 0.245 -1.168 -3.842  -1.4036
O 0.454 -2.547 -3.518  -0.3339
C 1.793 -2.947 -3.571  -0.2093
O 2.088 -3.588 -2.340  -0.2514
C 3.352 -4.224 -2.394  -0.5401
C 4.013 -4.119 -1.002  -0.2337
O 3.006 -4.354 -0.032  -0.5365
C -1.340 -0.590 -1.962  -0.1689
N -2.230 -1.359 -2.643  -0.2533
C -3.398 -1.496 -2.053  -0.6831
P -4.601 -2.588 -2.946  0.1578
S -4.676 -4.398 -2.256  -0.3909
C -3.699 -0.874 -0.796  0.8864
C -5.071 -1.131 -0.159  -0.5370
O -4.954 -2.048 0.907  -0.3430
C -6.240 -2.189 1.504  -0.6844
N -2.891 -0.088 -0.121  -0.5843
C -1.691 0.028 -0.755  0.5716
C -0.675 0.830 -0.131  1.2251
Cl -1.086 1.584 1.413  -0.2117
H 1.532 0.800 2.511  0.3780
H 2.946 1.937 2.582  0.2962
H 3.218 0.159 2.589  0.3168
H 2.487 -0.076 0.308  0.4105
H 3.718 1.259 0.415  -0.8296
H 1.175 2.489 0.840  1.0894
H 1.981 2.583 -0.718  0.1341
H 3.072 0.200 -1.766  0.0241
H 2.472 -0.138 -3.367  0.2072
H 2.505 1.934 -4.129  -0.2185
H 1.966 2.746 -2.673  0.9771
H 4.762 1.445 -2.816  0.3125
H 4.442 2.918 -3.759  0.3499
H 3.967 2.912 -0.742  -0.4979
H 3.970 4.307 -1.818  0.5133
H 6.139 4.575 -1.384  0.3924
H 6.516 2.942 -2.109  0.4239
H 6.765 3.910 0.637  0.3878
H 5.439 2.754 0.695  0.1975
H 5.312 -0.083 1.493  -0.1126
H 6.402 -1.217 0.712  0.3373
H 7.065 -0.150 1.947  0.3682
H -0.648 -1.137 -4.485  0.4757
H 1.059 -0.714 -4.422  0.6664
H 2.507 -2.120 -3.725  0.2903
H 1.882 -3.712 -4.371  0.3106
H 3.192 -5.307 -2.568  0.2902
H 4.019 -3.833 -3.181  0.3904
H 4.789 -4.903 -0.893  0.3924
H 4.524 -3.147 -0.872  0.0659
H 3.399 -4.430 0.843  0.3010
H -4.158 -2.596 -4.293  0.1059
H -5.833 -1.890 -2.907  0.0880
H -5.853 -1.379 -0.896  0.2794
H -5.366 -0.154 0.283  0.3475
H -6.809 -2.906 0.879  0.3053
H -6.823 -1.248 1.491  0.3119
H -6.179 -2.510 2.551  0.2078
C 2.532 -4.167 7.216  -0.6917
O 3.068 -3.144 8.035  -0.3315
C 4.430 -3.344 8.396  -0.8066
C 5.341 -2.361 7.682  -0.1531
N 5.428 -2.651 6.255  -0.3060
C 6.046 -1.590 5.461  -0.7448
C 5.378 -0.214 5.446  -0.6644
O 4.128 -0.176 4.779  -0.2784
C 3.019 -0.600 5.555  -0.6491
H 1.452 -4.027 7.174  0.2381
H 2.918 -4.108 6.193  0.2798
H 2.736 -5.158 7.630  0.3368
H 4.747 -4.378 8.228  0.4011
H 4.497 -3.152 9.470  0.3954
H 6.341 -2.412 8.121  0.3675
H 4.937 -1.357 7.865  0.1580
H 4.498 -2.813 5.894  0.0723
H 6.078 -1.952 4.429  0.4000
H 7.085 -1.475 5.787  0.3926
H 6.034 0.451 4.875  0.4133
H 5.299 0.231 6.444  0.3605
H 3.129 -0.340 6.610  0.3577
H 2.856 -1.674 5.441  0.1866
H 2.132 -0.097 5.167  0.2771
C -7.795 0.355 4.800  -0.8328
O -8.146 -0.978 4.479  -0.1917
C -8.233 -1.836 5.613  -0.9238
C -9.675 -2.210 5.913  -0.1327
N -10.429 -1.069 6.420  -0.3232
C -11.877 -1.274 6.458  -0.6853
C -12.604 -1.551 5.141  -0.4741
O -12.643 -0.452 4.247  -0.4348
C -11.481 -0.277 3.457  -0.5095
H -7.552 0.867 3.868  0.2333
H -8.628 0.890 5.267  0.3192
H -6.919 0.393 5.453  0.3622
H -7.740 -1.404 6.489  0.4127
H -7.692 -2.751 5.352  0.3780
H -9.691 -3.012 6.657  0.3909
H -10.107 -2.598 4.982  0.1457
H -10.240 -0.264 5.839  0.0723
H -12.308 -0.365 6.886  0.3726
H -12.094 -2.086 7.159  0.3895
H -13.648 -1.759 5.392  0.3466
H -12.234 -2.450 4.634  0.3479
H -11.011 -1.228 3.195  0.2695
H -10.764 0.375 3.962  0.1389
H -11.779 0.224 2.535  0.3337
C 0.671 2.937 -6.042  -0.7340
O 1.974 3.041 -6.586  -0.3452
C 2.259 2.073 -7.591  -0.7878
C 2.331 2.710 -8.968  -0.2409
N 1.016 3.145 -9.425  -0.3206
C 1.045 4.016 -10.601  -0.6937
C 1.782 5.352 -10.493  -0.4756
O 1.165 6.297 -9.636  -0.4330
C 1.453 6.138 -8.258  -0.4713
H 0.630 3.570 -5.156  0.2200
H -0.089 3.293 -6.744  0.3571
H 0.445 1.909 -5.742  0.2810
H 1.546 1.243 -7.571  0.3569
H 3.246 1.663 -7.354  0.4015
H 2.738 1.985 -9.679  0.4204
H 3.033 3.551 -8.897  0.1703
H 0.554 3.642 -8.676  0.0823
H 0.004 4.233 -10.851  0.3733
H 1.460 3.450 -11.441  0.4027
H 1.763 5.805 -11.488  0.3537
H 2.842 5.232 -10.240  0.3430
H 2.466 5.767 -8.087  0.2599
H 0.721 5.481 -7.783  0.1308
H 1.362 7.117 -7.786  0.3383


DFT (wB97M-V/def2-TZVPD) results for 4 unconnected molecules or ions with the total composition C43H84BF11O16P3S2Si.

Properties
Multiplicity: 1
Orbital gap: 4.7 eV
Total charge: -1

Last column: Mulliken charge in e.
CARTESIAN COORDINATES (ANGSTROEM)
C 3.552 -3.424 1.566  -1.0024
C 2.730 -2.321 2.340  -0.7282
C 1.694 -1.530 1.463  -0.0581
C 2.379 -0.665 0.305  0.7101
C 3.086 0.543 1.034  -1.6870
C 1.392 -0.264 -0.859  1.1033
C 0.877 1.216 -1.020  -0.8306
C -0.628 1.456 -0.635  -1.2068
C -1.082 0.856 0.743  0.6188
C -2.528 0.246 0.633  -0.8972
C -3.643 1.296 0.308  0.9051
F -3.283 2.451 1.034  -0.3656
F -3.624 1.728 -1.006  -0.3261
C -5.083 0.943 0.822  0.7530
F -5.130 0.963 2.200  -0.2642
F -5.911 1.972 0.425  -0.2850
S -5.849 -0.661 0.242  1.3606
F -4.938 -1.573 1.216  -0.2834
F -7.001 -0.490 1.410  -0.3473
F -6.880 0.167 -0.749  -0.3536
F -4.871 -0.827 -1.030  -0.3446
F -6.616 -2.019 -0.220  -0.3088
O 0.295 -1.151 -1.161  0.9280
B 0.139 -1.274 -2.640  -0.3054
C -0.826 -2.438 -3.256  1.1307
F -2.159 -2.272 -2.791  -0.2720
F -0.901 -2.179 -4.658  -0.4000
C -0.342 -3.927 -3.110  -0.8796
C -1.325 -4.853 -2.253  -0.7712
Si -1.013 -4.751 -0.384  0.2032
C -1.936 -3.225 0.278  -0.3100
C 0.867 -4.717 -0.132  -0.5534
C -1.678 -6.257 0.601  0.3796
C -0.734 -7.131 1.295  -0.1885
C -1.193 -8.268 2.096  -0.6087
C -2.625 -8.486 2.185  -0.3664
C -3.557 -7.638 1.479  -0.5392
C -3.121 -6.504 0.678  -0.3973
O 1.418 -0.946 -3.280  -0.5940
C 2.274 -0.601 -2.188  -1.6107
C 3.399 0.462 -2.570  -0.3818
S 4.825 -0.272 -3.431  1.0397
O 5.905 -0.448 -2.454  -0.6695
O 4.459 -1.492 -4.142  -0.5717
H 3.265 -4.470 1.863  0.2449
H 3.390 -3.372 0.459  0.2009
H 4.661 -3.334 1.736  0.3133
H 3.447 -1.629 2.843  0.3418
H 2.132 -2.846 3.137  0.4060
H 0.844 -2.136 1.071  -0.3917
H 1.229 -0.761 2.150  0.4127
H 3.213 -1.326 -0.063  0.2769
H 3.302 1.417 0.374  0.5040
H 2.534 0.896 1.950  0.1824
H 4.063 0.143 1.429  0.1711
H 1.488 1.999 -0.504  0.3747
H 0.948 1.459 -2.119  0.1709
H -0.783 2.569 -0.597  0.5139
H -1.257 1.063 -1.466  0.3531
H -0.422 0.031 1.098  -0.7937
H -1.012 1.662 1.526  0.4990
H -2.577 -0.604 -0.089  -0.1183
H -2.779 -0.172 1.650  0.5603
H -0.530 -0.269 -2.874  -0.4049
H -0.361 -4.375 -4.145  0.4077
H 0.719 -3.980 -2.771  0.2109
H -2.392 -4.696 -2.550  0.3999
H -1.063 -5.910 -2.563  0.4297
H -1.292 -2.348 0.515  -0.3155
H -2.767 -2.978 -0.426  0.1346
H -2.427 -3.528 1.252  0.6058
H 1.342 -5.468 -0.832  0.4899
H 1.270 -3.721 -0.463  -0.3377
H 1.210 -5.004 0.892  0.3185
H 0.369 -6.965 1.270  0.1914
H -0.495 -8.932 2.657  0.3398
H -2.984 -9.329 2.816  0.3083
H -4.651 -7.809 1.562  0.3122
H -3.834 -5.832 0.160  0.3657
H 2.903 -1.545 -2.131  0.3812
H 3.757 0.957 -1.631  -0.0977
H 2.941 1.278 -3.195  0.4941
H 5.253 0.666 -4.366  0.1020
O -9.584 1.895 6.663  -0.7456
P -9.701 0.403 6.870  1.1034
O -8.256 0.126 7.608  -0.3178
C -8.115 0.471 8.982  -0.3446
C -8.848 -0.508 9.884  -0.9452
O -9.275 -0.050 5.337  -0.3823
C -9.490 0.838 4.238  -0.4264
C -8.234 1.627 3.922  -1.0698
O -10.121 -1.210 7.146  -0.2814
C -11.482 -1.589 6.880  -0.3671
C -11.812 -1.607 5.397  -0.9369
H -8.464 1.494 9.149  0.2819
H -7.047 0.440 9.206  0.3309
H -9.930 -0.430 9.749  0.2348
H -8.614 -0.309 10.932  0.4030
H -8.567 -1.536 9.649  0.2329
H -10.337 1.499 4.435  0.4006
H -9.762 0.229 3.372  0.4417
H -7.785 2.065 4.813  0.3489
H -8.449 2.429 3.212  0.3801
H -7.479 0.971 3.484  0.1157
H -12.159 -0.921 7.419  0.3105
H -11.612 -2.592 7.288  0.3354
H -11.884 -0.591 5.001  0.2171
H -12.771 -2.097 5.221  0.4228
H -11.039 -2.126 4.829  0.2427
O 2.525 3.246 -7.389  -0.7409
P 3.182 2.890 -8.703  1.1805
O 1.984 3.358 -9.731  -0.3436
C 1.820 4.746 -9.999  -0.3313
C 2.913 5.273 -10.913  -0.9497
O 2.850 1.272 -8.668  -0.4186
C 2.659 0.600 -7.417  -0.3348
C 1.186 0.500 -7.069  -1.0119
O 4.170 2.579 -10.039  -0.2905
C 5.556 2.299 -9.777  -0.3804
C 5.772 0.946 -9.121  -0.8207
H 1.789 5.308 -9.061  0.2786
H 0.851 4.860 -10.490  0.3311
H 3.884 5.261 -10.411  0.2356
H 2.694 6.299 -11.218  0.4057
H 3.004 4.653 -11.806  0.2285
H 3.224 1.095 -6.624  0.3470
H 3.074 -0.406 -7.517  0.4205
H 0.670 1.453 -7.187  0.3023
H 1.055 0.157 -6.040  0.1559
H 0.689 -0.208 -7.737  0.3248
H 5.981 3.099 -9.165  0.3156
H 6.065 2.314 -10.743  0.3335
H 5.447 0.962 -8.078  0.1016
H 6.830 0.676 -9.131  0.4263
H 5.202 0.168 -9.629  0.2478
O 5.462 4.159 3.133  -0.7486
P 6.947 4.014 2.892  1.2378
O 7.046 2.377 2.818  -0.4286
C 6.625 1.722 1.621  -0.2311
C 7.629 1.911 0.498  -1.0569
O 7.425 4.211 4.468  -0.3546
C 6.613 4.951 5.376  -0.3488
C 5.718 4.029 6.182  -1.2146
O 8.579 4.110 2.467  -0.2843
C 9.098 5.412 2.146  -0.3855
C 9.214 6.318 3.359  -0.9465
H 5.636 2.081 1.325  0.2921
H 6.540 0.659 1.853  0.3514
H 7.665 2.956 0.176  0.2024
H 7.361 1.292 -0.361  0.3998
H 8.634 1.640 0.827  0.2650
H 6.031 5.708 4.846  0.3877
H 7.284 5.488 6.053  0.3927
H 5.200 3.306 5.553  0.3018
H 4.973 4.602 6.738  0.3550
H 6.314 3.452 6.893  0.2980
H 8.476 5.873 1.375  0.3172
H 10.091 5.254 1.721  0.3404
H 8.228 6.655 3.690  0.2214
H 9.802 7.208 3.123  0.4191
H 9.680 5.797 4.196  0.2385


DFT (wB97M-V/def2-TZVPD) results for 8 unconnected molecules or ions with the total composition C43H87NO18PS7.

Properties
Multiplicity: 2
Orbital gap (spin up / spin down): 9.2 / 9.4 eV

Last column: Löwdin spin population.
CARTESIAN COORDINATES (ANGSTROEM)
C -2.071 -3.134 0.209  0.0000
C -1.478 -2.854 -1.217  0.0000
O -1.224 -1.454 -1.452  0.0000
P -2.295 -0.798 -2.552  0.0000
O -1.836 -1.235 -3.946  0.0000
C -4.000 -1.518 -2.270  0.0004
C -5.168 -0.630 -2.847  0.0008
C -6.303 -0.280 -1.822  0.0002
C -6.676 -1.445 -0.841  0.0129
C -7.943 -1.143 0.020  0.0254
C -8.377 -2.533 0.657  -0.0009
C -7.565 -0.251 1.268  0.0008
N -9.121 -0.650 -0.735  0.3166
O -9.569 -1.692 -1.411  0.5956
C -8.799 0.369 -1.758  0.0266
C -8.576 1.828 -1.213  -0.0005
C -10.075 0.466 -2.703  0.0001
C -7.602 0.005 -2.697  0.0144
O -2.256 0.868 -2.530  0.0000
C -2.891 1.438 -1.371  0.0000
C -2.191 1.104 -0.005  0.0000
H -1.440 -2.678 0.999  0.0000
H -2.132 -4.239 0.337  0.0000
H -3.106 -2.744 0.329  0.0000
H -2.058 -3.356 -2.020  0.0000
H -0.480 -3.356 -1.211  0.0000
H -4.004 -2.470 -2.847  0.0000
H -4.076 -1.745 -1.188  0.0002
H -5.585 -1.094 -3.761  0.0001
H -4.711 0.341 -3.157  0.0000
H -6.053 0.662 -1.287  0.0002
H -6.804 -2.384 -1.436  0.0027
H -5.840 -1.642 -0.135  0.0006
H -8.199 -3.369 -0.047  -0.0003
H -9.433 -2.486 0.999  -0.0001
H -7.767 -2.745 1.567  -0.0003
H -7.071 -0.851 2.056  -0.0003
H -6.974 0.650 0.985  0.0000
H -8.499 0.135 1.743  0.0013
H -8.276 1.896 -0.151  0.0003
H -9.551 2.369 -1.292  0.0001
H -7.891 2.370 -1.901  -0.0003
H -10.985 0.479 -2.072  0.0001
H -10.009 1.445 -3.237  -0.0004
H -10.078 -0.314 -3.487  -0.0006
H -7.834 -0.867 -3.346  0.0034
H -7.370 0.866 -3.369  0.0005
H -3.974 1.210 -1.286  0.0000
H -2.821 2.543 -1.500  0.0000
H -2.741 0.311 0.553  0.0000
H -1.146 0.767 -0.151  0.0000
H -2.234 2.018 0.631  0.0000
C 4.000 -2.223 -1.004  0.0000
C 3.650 -3.226 -2.106  0.0000
C 3.377 -4.576 -1.434  0.0000
S 2.785 -4.197 0.213  0.0000
O 3.749 -4.679 1.176  0.0000
O 1.381 -4.532 0.304  0.0000
C 2.951 -2.425 0.082  0.0000
H 4.000 -1.206 -1.371  0.0000
H 4.996 -2.440 -0.609  0.0000
H 2.754 -2.888 -2.633  0.0000
H 4.449 -3.310 -2.842  0.0000
H 2.617 -5.148 -1.966  0.0000
H 4.285 -5.169 -1.338  0.0000
H 3.241 -2.009 1.046  0.0000
H 1.984 -2.023 -0.225  0.0000
C 6.928 2.121 1.420  0.0000
C 6.820 0.925 2.367  0.0000
C 6.074 -0.188 1.621  0.0000
S 6.413 0.068 -0.119  0.0000
O 5.181 0.424 -0.782  0.0000
O 7.268 -0.994 -0.600  0.0000
C 7.385 1.551 0.083  0.0000
H 7.623 2.869 1.793  0.0000
H 5.951 2.594 1.310  0.0000
H 7.821 0.581 2.634  0.0000
H 6.308 1.190 3.292  0.0000
H 6.422 -1.177 1.914  0.0000
H 4.996 -0.116 1.768  0.0000
H 7.211 2.225 -0.754  0.0000
H 8.435 1.258 0.118  0.0000
C -7.173 2.324 6.343  0.0000
C -7.217 1.129 7.300  0.0000
C -7.945 -0.010 6.580  0.0000
S -7.661 0.244 4.829  0.0000
O -8.923 0.548 4.197  0.0000
O -6.783 -0.791 4.335  -0.0001
C -6.732 1.760 4.997  0.0000
H -6.491 3.099 6.694  0.0000
H -8.169 2.765 6.255  0.0000
H -6.197 0.819 7.543  0.0000
H -7.713 1.381 8.238  0.0000
H -7.558 -0.985 6.868  0.0000
H -9.020 0.028 6.753  0.0000
H -6.950 2.421 4.160  0.0000
H -5.673 1.501 5.006  0.0000
C 8.576 0.772 8.140  0.0000
C 8.247 -0.421 7.237  0.0000
C 7.344 0.091 6.111  0.0000
S 7.762 1.819 5.883  0.0000
O 6.617 2.621 6.248  0.0000
O 8.440 1.984 4.618  0.0000
C 8.963 1.908 7.200  0.0000
H 9.379 0.541 8.840  0.0000
H 7.692 1.051 8.720  0.0000
H 9.171 -0.824 6.814  0.0000
H 7.764 -1.226 7.792  0.0000
H 7.515 -0.445 5.179  0.0000
H 6.291 0.033 6.383  0.0000
H 8.923 2.889 7.670  0.0000
H 9.948 1.740 6.763  0.0000
C 1.100 1.574 -4.572  0.0000
C 1.914 2.327 -5.630  0.0000
C 3.061 1.410 -6.064  0.0000
S 2.476 -0.266 -5.817  0.0000
O 3.269 -0.881 -4.780  0.0000
O 2.268 -0.894 -7.103  0.0000
C 0.890 0.170 -5.128  0.0000
H 0.150 2.066 -4.365  0.0000
H 1.666 1.525 -3.637  0.0000
H 1.276 2.550 -6.489  0.0000
H 2.294 3.276 -5.249  0.0000
H 3.318 1.550 -7.112  0.0000
H 3.945 1.552 -5.443  0.0000
H 0.600 -0.556 -4.371  0.0000
H 0.162 0.174 -5.939  0.0000
C 1.321 -4.061 -6.721  0.0000
C 0.968 -5.078 -7.811  0.0000
C 0.713 -6.421 -7.119  0.0000
S 0.137 -6.032 -5.467  0.0000
O 1.120 -6.497 -4.515  0.0000
O -1.261 -6.380 -5.353  0.0000
C 0.287 -4.260 -5.618  0.0000
H 1.310 -3.041 -7.098  0.0000
H 2.324 -4.267 -6.335  0.0000
H 0.062 -4.753 -8.331  0.0000
H 1.760 -5.162 -8.556  0.0000
H -0.048 -7.005 -7.635  0.0000
H 1.628 -7.005 -7.027  0.0000
H 0.588 -3.833 -4.663  0.0000
H -0.686 -3.867 -5.914  0.0000
C 6.400 8.025 3.067  0.0000
C 6.301 6.822 4.011  0.0000
C 5.564 5.709 3.260  0.0000
S 5.901 5.972 1.519  0.0000
O 4.665 6.311 0.856  0.0000
O 6.764 4.919 1.037  0.0000
C 6.862 7.463 1.727  0.0000
H 7.091 8.780 3.443  0.0000
H 5.417 8.491 2.958  0.0000
H 7.306 6.484 4.277  0.0000
H 5.786 7.077 4.938  0.0000
H 5.921 4.721 3.549  0.0000
H 4.487 5.772 3.406  0.0000
H 6.683 8.137 0.891  0.0000
H 7.914 7.178 1.762  0.0000